{
  "formula": "C41H91BrN5O3",
  "method": "ωB97M-V/def2-TZVPD",
  "e_above_lowest_kj_mol": 114.0,
  "homo_energy_ev": -13.12,
  "gap_ev": 7.384,
  "total_charge": 3,
  "elements": ["O", "C", "O", "O", "H", "C", "C", "C", "N", "C", "C", "C", "C", "C", "H", "H", "H", "H", "H", "H", "H", "H", "H", "H", "H", "H", "H", "H", "H", "H", "H", "H", "C", "C", "C", "N", "C", "C", "C", "C", "C", "H", "H", "H", "H", "H", "H", "H", "H", "H", "H", "H", "H", "H", "H", "H", "H", "H", "H", "C", "C", "C", "N", "C", "C", "C", "C", "C", "H", "H", "H", "H", "H", "H", "H", "H", "H", "H", "H", "H", "H", "H", "H", "H", "H", "H", "C", "C", "C", "N", "C", "C", "C", "C", "C", "H", "H", "H", "H", "H", "H", "H", "H", "H", "H", "H", "H", "H", "H", "H", "H", "H", "H", "C", "C", "C", "N", "C", "C", "C", "C", "C", "H", "H", "H", "H", "H", "H", "H", "H", "H", "H", "H", "H", "H", "H", "H", "H", "H", "H", "Br"],
  "positions_angstrom": [[30.23696, -30.82317, -41.55217], [31.59141, -30.74238, -41.84700], [31.93054, -31.01208, -43.02408], [32.32461, -30.46553, -40.86719], [29.90633, -31.20881, -42.39528], [25.32436, -26.61566, -48.80863], [25.57044, -27.49684, -47.57011], [27.01217, -27.69709, -47.22608], [27.22130, -28.50496, -45.96115], [26.44472, -29.78684, -45.93051], [26.91570, -27.62477, -44.77258], [27.65453, -28.22946, -43.59571], [28.88888, -28.89800, -44.22025], [28.67629, -28.80696, -45.71906], [25.98805, -26.87908, -49.63746], [25.45493, -25.55363, -48.61648], [24.32259, -26.82177, -49.17803], [25.05453, -28.44721, -47.70196], [25.05077, -26.97394, -46.75900], [27.59051, -26.78232, -47.10406], [27.43746, -28.25131, -48.06892], [25.43633, -29.46521, -45.68807], [26.87673, -30.37895, -45.12184], [26.47783, -30.40381, -46.82462], [25.84013, -27.54922, -44.64316], [27.42888, -26.68312, -44.95851], [27.15154, -28.99630, -43.00248], [27.89240, -27.43714, -42.88715], [28.86968, -29.94529, -43.91697], [29.85862, -28.52445, -43.89165], [28.96219, -29.71874, -46.24784], [29.28380, -28.06115, -46.23686], [34.34680, -31.98144, -37.71804], [34.66732, -31.45294, -39.12248], [36.09664, -31.74147, -39.50483], [36.47222, -31.04029, -40.81570], [36.76971, -29.60990, -40.48829], [35.36659, -31.24352, -41.86278], [36.18979, -31.10811, -43.13133], [37.48878, -31.85922, -42.94463], [37.69483, -31.72914, -41.40625], [33.26794, -31.92624, -37.58407], [34.86752, -31.31488, -37.02774], [34.66587, -33.00099, -37.50479], [34.37952, -30.40732, -39.22545], [34.01209, -31.96675, -39.82949], [36.22280, -32.81000, -39.68053], [36.84852, -31.46243, -38.76598], [36.89143, -29.09841, -41.43906], [37.61437, -29.59678, -39.80855], [35.90327, -29.18609, -39.98408], [34.58701, -30.49048, -41.75628], [34.93450, -32.22082, -41.67203], [36.30622, -30.07213, -43.46439], [35.60639, -31.47368, -43.98571], [38.36540, -31.48316, -43.46714], [37.39939, -32.89777, -43.25760], [38.57944, -31.16544, -41.12670], [37.74311, -32.73124, -40.98920], [28.12376, -27.48148, -40.07888], [28.01463, -28.83650, -39.40968], [29.33948, -29.33036, -38.87365], [29.21145, -30.66184, -38.13358], [28.45046, -31.71237, -38.91915], [28.48558, -30.37900, -36.84486], [29.59744, -30.32594, -35.78894], [30.44827, -31.50948, -36.24643], [30.59032, -31.20742, -37.74540], [28.83400, -27.49638, -40.90552], [28.30390, -26.69888, -39.33977], [27.14341, -27.22984, -40.48950], [27.50928, -29.51663, -40.10126], [27.26009, -28.66970, -38.63391], [29.72696, -28.59922, -38.16616], [30.03226, -29.59181, -39.67454], [27.39376, -31.46841, -38.87377], [28.62565, -32.63518, -38.37206], [28.81682, -31.68600, -39.94300], [27.87598, -31.23445, -36.54048], [27.78611, -29.55183, -36.79537], [29.27234, -30.53963, -34.77372], [30.13443, -29.38139, -35.87736], [29.88523, -32.42939, -36.09838], [31.42246, -31.48656, -35.76315], [30.86443, -32.07029, -38.34432], [31.30166, -30.39748, -37.88937], [29.91847, -34.54799, -45.39756], [29.87754, -35.17344, -44.01275], [30.79374, -34.35179, -43.10039], [30.83993, -34.82596, -41.64650], [29.42932, -34.96441, -41.17068], [31.68692, -33.92134, -40.78942], [32.42991, -34.82295, -39.78865], [32.01854, -36.24966, -40.12467], [31.50023, -36.18405, -41.54460], [30.80522, -34.73947, -46.00540], [29.77039, -33.46750, -45.34418], [29.07194, -34.93186, -45.96954], [30.07283, -36.24299, -43.99274], [28.84582, -34.94960, -43.72857], [30.46698, -33.31364, -43.07867], [31.82705, -34.39072, -43.44730], [28.95874, -33.98404, -41.20224], [29.44516, -35.21917, -40.11114], [28.85083, -35.64487, -41.78106], [31.05665, -33.14804, -40.35292], [32.36871, -33.41851, -41.47369], [32.31161, -34.53997, -38.74498], [33.49354, -34.70922, -40.01169], [31.21471, -36.59571, -39.47372], [32.87389, -36.90596, -39.98227], [30.83371, -37.00874, -41.78017], [32.28464, -36.15300, -42.30337], [37.94527, -27.38831, -47.29686], [36.61443, -27.58022, -48.06024], [35.54060, -26.82177, -47.30082], [34.13936, -27.37612, -47.39446], [33.72991, -27.56054, -48.81372], [33.17855, -26.43580, -46.71746], [32.03906, -27.31665, -46.26643], [32.69118, -28.65773, -45.87925], [34.04265, -28.70099, -46.63379], [38.80129, -27.63193, -47.92581], [38.06679, -28.11879, -46.49007], [38.02729, -26.39310, -46.86369], [36.49672, -28.66613, -48.13055], [36.74917, -27.29336, -49.10278], [35.44813, -25.79866, -47.66680], [35.81799, -26.80519, -46.24904], [33.73031, -26.62545, -49.37623], [32.66212, -27.78674, -48.84473], [34.32690, -28.33271, -49.28330], [32.95586, -25.60089, -47.37794], [33.56936, -25.99761, -45.79734], [31.24868, -27.54942, -46.97958], [31.52781, -26.95086, -45.37574], [32.07218, -29.49810, -46.19381], [32.83939, -28.82239, -44.81364], [34.15624, -29.52014, -47.33286], [34.79360, -28.65424, -45.85012], [27.10582, -32.05302, -42.88752]],
  "forces_ev_per_angstrom": [[0.158, -0.550, -1.143], [1.214, -0.050, 0.566], [-0.270, 0.125, 0.245], [-0.344, 0.024, -0.286], [-0.724, 0.365, 0.674], [0.451, -0.642, -0.330], [-1.152, 1.108, 0.281], [0.383, -0.830, -0.566], [0.831, 0.366, -0.478], [-0.190, 0.345, 1.057], [-0.060, -0.625, 0.540], [0.330, -0.163, 0.682], [-0.060, -0.478, 0.229], [0.926, -0.320, -1.102], [0.076, -0.036, 0.072], [-0.097, 0.004, 0.122], [-0.102, 0.304, 0.095], [0.194, -0.080, -0.060], [0.036, -0.246, 0.140], [-0.190, 0.120, 0.021], [0.343, -0.141, 0.275], [-0.195, -0.580, -0.044], [-0.368, -0.098, 0.213], [0.222, 0.563, -0.362], [0.047, 0.307, -0.092], [-0.525, 0.222, -0.348], [-0.501, 0.056, -0.370], [0.113, 0.061, -0.159], [0.005, -0.047, -0.067], [-0.075, 0.282, -0.153], [-0.410, -0.193, 0.113], [-0.312, 0.478, 0.352], [0.291, 0.819, -0.208], [-0.479, -0.927, 0.083], [0.084, 0.119, -0.569], [-0.139, -1.105, 0.999], [-0.885, -0.344, -0.499], [1.299, 1.086, 0.038], [-1.340, -0.011, -2.001], [0.223, 0.290, 0.999], [0.099, -0.476, -0.496], [0.056, 0.070, 0.290], [-0.312, -0.201, 0.411], [0.094, -0.051, -0.282], [0.130, 0.042, 0.199], [0.024, 0.125, -0.036], [-0.068, -0.005, -0.030], [-0.103, 0.187, 0.065], [0.482, 0.239, 0.202], [0.241, 0.218, -0.286], [0.012, -0.031, -0.033], [-0.110, -0.132, 0.178], [0.133, -0.143, -0.292], [0.328, 0.179, 0.696], [0.049, -0.399, 0.216], [-0.229, 0.336, -0.143], [-0.133, -0.074, 0.269], [0.011, -0.027, 0.029], [0.134, 0.154, 0.280], [-0.374, 0.191, -0.140], [-1.020, 0.136, -0.081], [-0.384, -1.003, -0.514], [-0.806, 0.430, 0.115], [0.262, 0.817, 0.390], [0.076, -0.979, 2.204], [-0.115, -0.529, -0.462], [0.314, 0.998, -0.757], [-0.358, 0.285, 0.840], [0.216, 0.269, 0.210], [0.522, 0.031, -0.210], [0.051, -0.061, -0.119], [0.523, -0.262, -0.084], [0.286, -0.313, 0.321], [0.343, -0.153, 0.007], [0.118, 0.600, -0.035], [-0.021, -0.027, -0.171], [-0.041, -0.213, -0.289], [-0.046, -0.278, -0.024], [0.033, -0.201, -0.571], [0.360, 0.364, -0.822], [-0.328, 0.578, -0.005], [0.149, -0.030, 0.374], [0.304, -0.185, 0.249], [-0.025, -0.501, 0.064], [-0.176, 0.161, -0.319], [0.068, -0.085, -0.215], [-0.103, -0.192, -0.880], [-0.254, 1.336, 0.281], [0.117, -0.473, 0.201], [-0.867, -0.979, -0.829], [0.001, 1.152, 1.072], [-0.248, 0.138, -0.010], [0.510, 0.531, -0.509], [-0.128, -0.057, 0.472], [0.690, 0.128, -0.297], [0.158, -0.081, 0.291], [0.038, -0.012, 0.167], [0.067, -0.009, -0.040], [0.057, -0.023, -0.087], [0.034, -0.457, 0.369], [-0.008, 0.010, 0.015], [0.040, 0.107, 0.002], [-0.104, 0.169, -0.402], [0.021, -0.478, -0.120], [0.222, -0.217, 0.117], [-0.097, -0.063, -0.070], [0.006, 0.057, 0.028], [-0.274, -0.055, -0.014], [0.034, -0.037, 0.165], [0.099, -0.043, 0.074], [-0.202, -0.276, -0.228], [-0.260, 0.267, -0.130], [0.187, -0.210, 0.207], [0.185, -0.511, -0.097], [1.118, -0.592, 0.106], [-0.160, -0.004, -0.610], [0.539, -0.047, 0.358], [-0.997, 0.368, -0.261], [-0.604, 0.065, 0.415], [-0.813, -0.970, 0.680], [0.083, -0.684, -0.793], [-0.680, 0.890, 0.776], [-0.048, 0.494, -0.199], [-0.463, 0.163, 0.174], [0.250, 0.078, -0.199], [-0.617, 0.048, 0.282], [-0.283, 0.488, 0.087], [0.250, 0.054, 0.071], [-0.301, 0.072, 0.103], [0.792, 0.096, 0.221], [0.161, -0.630, 0.228], [0.007, 0.037, -0.043], [-0.131, -0.167, -0.175], [0.774, -0.213, -0.249], [0.250, 0.485, -0.414], [0.080, 0.474, -0.173], [-0.084, 0.069, 0.006], [0.052, 0.296, 0.042], [0.203, -0.053, 0.100], [0.503, -0.308, -0.470], [0.615, 0.132, 0.037]],
  "mulliken_charge": [0.79, 0.22, -0.72, -0.72, -0.64, -1.41, -0.31, -0.71, 0.61, -0.74, -0.94, -0.27, 0.79, -1.13, 0.35, 0.36, 0.38, 0.39, 0.24, 0.34, 0.49, 0.42, 0.04, 0.33, 0.58, 0.24, 0.31, 0.07, -0.75, 0.56, 0.49, 0.02, -1.50, 1.25, -0.94, 0.22, -0.81, -0.01, -0.59, -0.77, -0.42, 0.14, 0.50, 0.35, 0.21, -0.69, 0.38, 0.36, 0.39, 0.38, 0.28, 0.21, -0.17, 0.28, 0.49, 0.34, 0.36, 0.39, 0.32, -1.55, -0.11, -0.31, 0.90, -0.73, -0.62, -0.65, -0.70, 0.19, 0.21, 0.47, 0.42, 0.35, 0.24, 0.42, -0.15, 0.36, 0.61, -0.21, 0.48, 0.28, 0.44, 0.29, 0.32, 0.39, -0.44, 0.26, -1.39, -0.26, 0.01, 0.68, -0.79, 0.80, 0.02, -1.15, -0.60, 0.38, 0.20, 0.42, 0.34, 0.37, -0.57, 0.50, 0.10, 0.40, 0.36, -0.93, -0.31, 0.36, 0.21, 0.39, 0.46, 0.43, 0.42, -1.40, -0.30, -0.91, 0.32, -0.93, -1.09, -0.41, -0.15, -0.64, 0.40, 0.30, 0.37, 0.30, 0.46, 0.44, 0.48, 0.36, 0.41, 0.37, 0.47, 0.41, 0.27, 0.55, 0.27, 0.08, 0.34, 0.28, -0.68]
}